1.
The following is a quantum chemistry calculation of C18H24N4O3S2 as an isolated structure at a distorted geometry, from OMol25.

Computed properties:
Strongest force on any atom, eV/Å: 1.3
Kohn-Sham gap, eV: 8.06
ΔE to the lowest compared entry with this formula, charge and spin, kcal per mole: 26.8
Highest occupied orbital energy, eV: -9.02
E, eV: -52829.3265

ORCA input file:
```
! wB97M-V def2-TZVPD RIJCOSX def2/J DEFGRID3
* xyz 0 1
C 5.259 1.665 -2.593
H 5.898 1.911 -1.747
C 4.177 0.677 -2.174
C 4.781 -0.633 -1.664
C 3.675 -1.574 -1.195
H 4.102 -2.485 -0.775
H 3.050 -1.851 -2.046
C 2.810 -0.884 -0.136
N 2.265 0.344 -0.668
C 0.971 0.642 -0.918
O 0.654 1.691 -1.457
C -0.088 -0.376 -0.511
H 0.187 -0.894 0.409
C -1.403 0.361 -0.231
N -2.490 -0.551 0.051
S -2.498 -1.164 1.609
O -3.242 -2.393 1.604
O -1.192 -1.179 2.205
C -3.514 0.059 2.441
C -4.806 -0.255 2.756
C -5.652 0.657 3.417
C -5.214 1.901 3.782
C -3.891 2.256 3.472
N -3.273 3.410 3.729
S -1.773 3.328 3.170
N -1.815 1.841 2.572
C -3.025 1.326 2.787
H -5.847 2.607 4.294
H -6.664 0.355 3.642
H -5.161 -1.239 2.492
C -2.719 -1.520 -1.001
C -1.455 -2.327 -1.296
C -0.306 -1.384 -1.647
H 0.606 -1.958 -1.826
H -0.547 -0.836 -2.562
H -1.643 -3.020 -2.117
H -1.202 -2.904 -0.403
H -3.522 -2.174 -0.662
H -3.045 -0.974 -1.891
H -1.280 1.007 0.638
H -1.676 0.975 -1.094
C 3.295 1.280 -1.077
H 2.796 2.181 -1.435
H 3.910 1.531 -0.205
H 2.020 -1.552 0.198
H 3.435 -0.633 0.730
H 5.367 -1.108 -2.453
H 5.454 -0.418 -0.830
H 3.540 0.458 -3.038
H 4.813 2.583 -2.965
H 5.880 1.240 -3.379
*
```

Listed below, in e, are the natural (NBO) charges computed for each atom:
1. C -0.601
2. H 0.201
3. C -0.223
4. C -0.397
5. C -0.404
6. H 0.212
7. H 0.199
8. C -0.209
9. N -0.438
10. C 0.707
11. O -0.652
12. C -0.348
13. H 0.242
14. C -0.233
15. N -0.672
16. S 2.323
17. O -0.948
18. O -0.929
19. C -0.317
20. C -0.152
21. C -0.206
22. C -0.200
23. C 0.165
24. N -0.634
25. S 0.999
26. N -0.626
27. C 0.073
28. H 0.231
29. H 0.225
30. H 0.249
31. C -0.225
32. C -0.417
33. C -0.391
34. H 0.208
35. H 0.208
36. H 0.215
37. H 0.209
38. H 0.236
39. H 0.200
40. H 0.250
41. H 0.225
42. C -0.225
43. H 0.250
44. H 0.184
45. H 0.218
46. H 0.191
47. H 0.210
48. H 0.194
49. H 0.201
50. H 0.212
51. H 0.210

2.
The following is a quantum chemistry calculation of a 2-piece molecular cluster, C5H10N2O overall at a distorted geometry, from OMol25.

Computed properties:
Strongest force on any atom, eV/Å: 4.9
Kohn-Sham gap, eV: 8.69
ΔE to the lowest compared entry with this formula, charge and spin, kcal per mole: 87.4
Highest occupied orbital energy, eV: -8.90
E, eV: -10371.5132

ORCA input file:
```
! wB97M-V def2-TZVPD RIJCOSX def2/J DEFGRID3
* xyz 0 1
C -1.078 0.862 -1.393
N -1.240 0.135 -0.367
C -1.538 0.125 1.001
N -2.324 1.145 1.428
O -1.269 -0.838 1.684
H -1.806 0.809 -2.190
H -0.082 1.101 -1.751
H -2.577 1.140 2.402
H -2.708 1.827 0.797
C 2.106 0.400 -0.911
C 1.316 -0.147 0.014
C 1.290 -1.815 0.205
H 2.597 1.347 -0.748
H 2.108 0.049 -1.931
H 1.345 0.288 1.006
H 2.112 -2.072 0.868
H 1.382 -2.222 -0.798
H 0.366 -2.134 0.684
*
```

Listed below, in e, are the natural (NBO) charges computed for each atom:
1. C 0.086
2. N -0.469
3. C 0.769
4. N -0.836
5. O -0.641
6. H 0.145
7. H 0.169
8. H 0.412
9. H 0.396
10. C -0.454
11. C -0.157
12. C -0.627
13. H 0.194
14. H 0.181
15. H 0.184
16. H 0.212
17. H 0.196
18. H 0.239

3.
The following is a quantum chemistry calculation of an isolated ion of composition C10H21N4O and charge +1 at a distorted geometry, from OMol25.

Computed properties:
Strongest force on any atom, eV/Å: 4.0
Kohn-Sham gap, eV: 9.01
ΔE to the lowest compared entry with this formula, charge and spin, kcal per mole: 24.1
Highest occupied orbital energy, eV: -12.09
E, eV: -18710.9246

ORCA input file:
```
! wB97M-V def2-TZVPD RIJCOSX def2/J DEFGRID3
* xyz 1 1
C -1.489 1.805 -1.812
O -1.305 0.399 -2.056
C -2.532 -0.324 -1.952
C -3.025 -0.528 -0.468
C -2.451 -1.887 0.167
C -1.211 -1.480 1.009
N -1.262 -0.799 2.179
N 0.027 -0.594 2.587
C 0.823 -1.132 1.690
C 2.379 -1.136 1.676
C 2.867 -0.908 0.191
C 2.301 0.424 -0.455
C 2.183 1.632 0.557
N 2.397 2.874 -0.255
N 0.074 -1.731 0.632
H -1.443 2.411 -2.759
H -2.457 2.002 -1.274
H -0.662 2.156 -1.134
H -3.371 0.123 -2.549
H -2.326 -1.346 -2.379
H -2.608 0.324 0.143
H -4.132 -0.499 -0.330
H -2.133 -2.615 -0.618
H -3.216 -2.393 0.803
H -2.095 -0.489 2.679
H 2.719 -0.323 2.364
H 2.701 -2.113 2.117
H 3.991 -0.915 0.220
H 2.528 -1.773 -0.448
H 1.281 0.278 -0.904
H 2.988 0.745 -1.288
H 2.971 1.623 1.351
H 1.159 1.711 1.020
H 2.372 3.687 0.372
H 1.581 3.004 -0.866
H 0.375 -2.215 -0.210
*
```

Listed below, in e, are the natural (NBO) charges computed for each atom:
1. C -0.268
2. O -0.552
3. C -0.070
4. C -0.432
5. C -0.463
6. C 0.497
7. N -0.335
8. N -0.232
9. C 0.404
10. C -0.455
11. C -0.398
12. C -0.439
13. C -0.234
14. N -0.824
15. N -0.526
16. H 0.208
17. H 0.178
18. H 0.180
19. H 0.198
20. H 0.191
21. H 0.212
22. H 0.243
23. H 0.243
24. H 0.262
25. H 0.460
26. H 0.260
27. H 0.256
28. H 0.246
29. H 0.191
30. H 0.202
31. H 0.253
32. H 0.198
33. H 0.168
34. H 0.362
35. H 0.344
36. H 0.473

4.
The following is a quantum chemistry calculation of C2H8N3O as an isolated structure at a distorted geometry, from OMol25.

Computed properties:
Strongest force on any atom, eV/Å: 5.0
Kohn-Sham gap (spin up / spin down), eV: 8.83 / 8.83
ΔE to the lowest compared entry with this formula, charge and spin, kcal per mole: 164.4
Highest occupied orbital energy (spin up / spin down), eV: -14.81 / -14.81
E, eV: -8709.3449

ORCA input file:
```
! wB97M-V def2-TZVPD RIJCOSX def2/J DEFGRID3
* xyz 1 1
C 0.210 -0.131 -0.326
C 0.505 -1.401 -1.117
N -0.128 -0.324 1.075
N 0.139 1.049 -0.867
N -0.545 2.006 -0.055
O -0.746 -1.315 2.364
H 1.162 -1.178 -2.012
H -0.497 -1.648 -1.288
H 1.017 -2.167 -0.482
H -0.525 0.463 1.568
H 0.285 1.416 -1.752
H -0.159 -2.051 2.631
H -0.786 2.939 -0.419
H 0.070 2.342 0.679
*
```

Listed below, in e, are the natural (NBO) charges computed for each atom:
1. C 0.545
2. C -0.662
3. N -0.361
4. N -0.356
5. N -0.668
6. O -0.434
7. H 0.262
8. H 0.264
9. H 0.268
10. H 0.415
11. H 0.448
12. H 0.497
13. H 0.413
14. H 0.371

5.
The following is a quantum chemistry calculation of one molecule with the formula C3H5ClN2S at a distorted geometry, from OMol25.

Computed properties:
Strongest force on any atom, eV/Å: 4.1
Kohn-Sham gap, eV: 8.20
ΔE to the lowest compared entry with this formula, charge and spin, kcal per mole: 60.2
Highest occupied orbital energy, eV: -9.06
E, eV: -29526.6152

ORCA input file:
```
! wB97M-V def2-TZVPD RIJCOSX def2/J DEFGRID3
* xyz 0 1
C -1.209 0.190 1.828
N -0.438 -0.332 0.958
C 0.434 0.294 0.138
Cl -0.057 2.444 0.270
C 0.688 -0.392 -1.116
N 2.019 -0.309 -1.705
S 1.818 -1.896 -1.128
H -1.857 -0.513 2.313
H -1.209 1.202 1.761
H 1.391 0.471 0.682
H -0.151 -0.613 -1.725
H 1.935 -0.206 -2.688
*
```

Listed below, in e, are the natural (NBO) charges computed for each atom:
1. C -0.009
2. N -0.404
3. C 0.110
4. Cl -0.378
5. C -0.165
6. N -0.690
7. S 0.296
8. H 0.196
9. H 0.200
10. H 0.250
11. H 0.223
12. H 0.371

6.
The following is a quantum chemistry calculation of C24H46N2O8 as an isolated structure at a distorted geometry, from OMol25.

Computed properties:
Strongest force on any atom, eV/Å: 8.0
Kohn-Sham gap, eV: 7.83
ΔE to the lowest compared entry with this formula, charge and spin, kcal per mole: 267.2
Highest occupied orbital energy, eV: -7.51
E, eV: -44975.4138

ORCA input file:
```
! wB97M-V def2-TZVPD RIJCOSX def2/J DEFGRID3
* xyz 0 1
C -1.362 -16.459 -18.134
C -2.307 -15.913 -17.025
O -2.369 -17.135 -16.339
C -2.297 -18.156 -17.170
O -2.671 -19.263 -16.833
O -1.745 -17.776 -18.370
H -0.295 -16.573 -17.939
H -1.441 -15.918 -19.077
H -3.323 -15.615 -17.283
H -1.788 -15.045 -16.620
C -0.328 -17.830 -21.623
C 1.158 -18.220 -21.665
O 1.699 -17.765 -20.400
C 0.732 -17.348 -19.585
O 0.900 -17.089 -18.436
O -0.489 -17.564 -20.214
H -0.876 -18.606 -22.157
H -0.764 -16.854 -21.835
H 1.642 -17.708 -22.497
H 1.043 -19.304 -21.656
C -1.258 -23.668 -19.380
C -1.382 -22.093 -19.336
C -0.004 -21.537 -19.616
C -0.038 -20.037 -19.722
C -1.106 -19.615 -20.630
C -2.539 -20.179 -20.516
N -2.435 -21.590 -20.252
O -3.517 -22.343 -20.263
C -3.227 -19.337 -19.496
C -3.110 -19.896 -21.942
C -1.739 -21.804 -17.789
H -1.253 -23.966 -20.428
H -2.141 -24.144 -18.955
H -0.449 -24.114 -18.801
H 0.709 -21.782 -18.829
H 0.361 -21.920 -20.569
H 0.912 -19.601 -20.029
H -0.342 -19.647 -18.751
H -0.670 -19.759 -21.618
H -1.083 -18.556 -20.373
H -3.873 -18.533 -19.847
H -4.029 -19.888 -19.006
H -2.636 -19.086 -18.615
H -2.854 -20.682 -22.653
H -4.199 -19.873 -21.979
H -2.552 -19.117 -22.461
H -1.899 -20.798 -17.400
H -0.886 -22.120 -17.189
H -2.588 -22.365 -17.398
H -3.472 -22.748 -21.132
C -7.992 -13.227 -16.542
C -6.719 -14.196 -16.518
C -5.941 -13.935 -17.844
C -4.624 -14.575 -17.934
C -3.786 -14.094 -16.761
C -4.473 -14.331 -15.374
N -5.821 -13.848 -15.386
O -6.573 -14.005 -14.183
C -4.257 -15.742 -14.923
C -3.612 -13.498 -14.345
C -7.232 -15.702 -16.405
H -8.833 -13.573 -17.143
H -8.277 -13.180 -15.491
H -7.605 -12.215 -16.661
H -6.557 -14.269 -18.679
H -5.873 -12.850 -17.927
H -4.674 -15.656 -17.806
H -4.195 -14.217 -18.870
H -3.589 -13.032 -16.907
H -2.845 -14.644 -16.764
H -3.213 -15.908 -14.658
H -4.538 -16.538 -15.613
H -4.872 -15.854 -14.029
H -3.744 -12.480 -14.712
H -2.634 -13.922 -14.120
H -4.082 -13.391 -13.368
H -6.880 -16.320 -17.232
H -6.905 -16.087 -15.439
H -8.318 -15.793 -16.404
H -6.014 -13.574 -13.532
*
```

Listed below, in e, are the Löwdin charges computed for each atom:
1. C -0.087
2. C -0.151
3. O 0.083
4. C -0.495
5. O 0.118
6. O -0.026
7. H 0.051
8. H 0.149
9. H 0.050
10. H 0.163
11. C -0.118
12. C -0.038
13. O 0.083
14. C -0.481
15. O 0.180
16. O -0.067
17. H 0.091
18. H 0.161
19. H 0.148
20. H 0.123
21. C -0.039
22. C -0.413
23. C -0.126
24. C -0.157
25. C -0.211
26. C -0.416
27. N -0.162
28. O 0.022
29. C -0.018
30. C 0.000
31. C -0.012
32. H 0.076
33. H 0.069
34. H 0.082
35. H 0.125
36. H 0.125
37. H 0.109
38. H 0.136
39. H 0.097
40. H -0.042
41. H 0.105
42. H 0.103
43. H 0.031
44. H 0.081
45. H 0.087
46. H 0.067
47. H 0.032
48. H 0.075
49. H 0.082
50. H 0.112
51. C -0.023
52. C -0.425
53. C -0.157
54. C -0.187
55. C -0.176
56. C -0.486
57. N -0.096
58. O -0.013
59. C -0.033
60. C -0.011
61. C -0.005
62. H 0.081
63. H 0.064
64. H 0.074
65. H 0.126
66. H 0.119
67. H 0.119
68. H 0.139
69. H 0.135
70. H -0.018
71. H 0.089
72. H 0.093
73. H 0.098
74. H 0.087
75. H 0.090
76. H 0.067
77. H 0.073
78. H 0.065
79. H 0.070
80. H 0.083